{"formula": "C5H12N2O", "method": "wB97M-V/def2-TZVPD", "elements": ["C", "N", "C", "C", "H", "H", "H", "H", "H", "H", "H", "C", "N", "C", "O", "H", "H", "H", "H", "H"], "xyz": [[-0.955, 0.234, 1.711], [-0.828, -0.947, 1.297], [0.535, -1.370, 0.958], [0.697, -2.864, 1.179], [-0.128, 0.945, 1.770], [-1.952, 0.594, 1.945], [0.683, -1.103, -0.092], [1.269, -0.824, 1.555], [1.699, -3.166, 0.871], [0.605, -3.084, 2.237], [-0.045, -3.424, 0.616], [-0.526, 1.031, -2.404], [-0.598, 1.863, -1.213], [0.526, 2.313, -0.603], [1.631, 1.895, -0.857], [-0.258, 1.613, -3.288], [-1.491, 0.564, -2.579], [0.234, 0.278, -2.217], [-1.455, 2.361, -1.039], [0.358, 3.091, 0.154]], "smiles": "C=NCC.CNC=O", "relative_energy_kcal_mol": 42.95, "total_charge": 0, "lumo_energy_ev": 0.8, "spin_multiplicity": 1, "total_energy_ev": -10406.56167}